Record 1
The following is a DFT calculation (the ωB97M-V functional and the def2-TZVPD basis) of a cluster of 3 separate species, C12H12BrClF2OP2 in total at a distorted geometry.

As for the HOMO energy: -0.32605 hartree. The SMILES is OP(Br)#[PH]Cl.Fc1ccccc1.Fc1ccccc1. As for the charge: 0. The spin multiplicity is 1.

Last column: Mulliken charge in e.
Atoms and positions in Å:
O1 -2.893 1.132 -0.190  -0.2989
P1 -3.968 -0.031 0.128  0.1601
Br1 -5.851 0.767 -0.743  -0.1897
P2 -3.228 -1.395 -1.453  0.1506
Cl1 -4.760 -1.759 -2.747  -0.2414
H1 -2.761 1.237 -1.154  0.3198
H2 -3.098 -2.572 -0.702  0.1226
F1 -0.773 -3.496 -2.460  -0.2871
C1 0.461 -3.023 -2.171  0.5861
C2 1.547 -3.563 -2.825  -0.5491
C3 2.809 -3.068 -2.534  -0.2675
C4 2.966 -2.056 -1.599  -0.7479
C5 1.857 -1.532 -0.953  -0.1922
C6 0.591 -2.015 -1.241  -0.3878
H3 1.400 -4.354 -3.547  0.4205
H4 3.671 -3.477 -3.041  0.3639
H5 3.953 -1.676 -1.374  0.3963
H6 1.968 -0.746 -0.222  0.4394
H7 -0.285 -1.610 -0.755  0.2196
F2 1.394 0.390 1.559  -0.2543
C7 0.962 1.590 2.016  0.4922
C8 0.448 2.495 1.115  -0.2550
C9 0.002 3.718 1.588  -0.4046
C10 0.082 4.017 2.940  -0.5767
C11 0.607 3.086 3.824  -0.3175
C12 1.050 1.856 3.364  -0.6489
H8 0.399 2.241 0.065  0.4488
H9 -0.411 4.439 0.897  0.3521
H10 -0.266 4.973 3.303  0.3717
H11 0.672 3.317 4.878  0.3586
H12 1.456 1.113 4.035  0.4164

Atoms 1-3, force components in eV/Å:
O 0.26 0.41 -0.76
P -0.37 -0.37 0.98
Br -0.07 0.00 -0.12


Record 2
The following is a DFT calculation (the ωB97M-V functional and the def2-TZVPD basis) of an isolated molecule of C12H12BrClO at a distorted geometry.

As for the HOMO energy: -0.34363 hartree. The SMILES is CC1(C)C(=O)C[C@@]1(Br)c1ccc(Cl)cc1. As for the charge: 0. The spin multiplicity is 1.

Last column: Mulliken charge in e.
Atoms and positions in Å:
C1 0.284 0.411 1.827  -1.7294
C2 1.083 -0.470 0.861  1.8773
C3 2.524 0.026 0.952  -1.5423
C4 0.898 -1.970 1.156  -0.4282
O1 1.229 -2.794 1.980  -0.6153
C5 0.006 -2.159 -0.022  -0.9227
C6 0.515 -0.833 -0.542  0.8165
Br1 1.908 -0.925 -1.924  -0.0395
C7 -0.560 0.215 -1.114  -0.3205
C8 -1.773 -0.270 -1.429  -0.0043
C9 -2.798 0.437 -2.095  -1.1564
C10 -2.545 1.752 -2.373  0.6429
Cl1 -3.639 2.518 -3.460  -0.2145
C11 -1.340 2.376 -1.988  -0.8940
C12 -0.394 1.578 -1.335  0.2126
H1 -0.850 0.151 1.835  0.3199
H2 0.391 1.504 1.601  0.3565
H3 0.568 0.154 2.851  0.5032
H4 2.672 0.977 0.247  0.2496
H5 3.263 -0.752 0.572  0.3944
H6 2.810 0.322 2.000  0.4124
H7 -0.105 -3.042 -0.587  0.4774
H8 -1.038 -2.016 0.365  0.3430
H9 -1.847 -1.384 -1.326  0.2332
H10 -3.765 -0.005 -2.131  0.3883
H11 -1.205 3.420 -2.324  0.3664
H12 0.618 1.986 -1.066  0.2735

Atoms 1-3, force components in eV/Å:
C -2.71 -0.22 -0.29
C 1.54 -0.06 1.02
C 1.72 1.04 -1.30


Record 3
The following is a DFT calculation (the ωB97M-V functional and the def2-TZVPD basis) of an isolated molecule of C12H12BrP at a distorted geometry.

As for the HOMO energy (spin up / spin down): -0.28010 / -0.29630 hartree. As for the charge: 0. The spin multiplicity is 1.

Last column: Mulliken charge in e.
Atoms and positions in Å:
C1 4.012 -0.829 -2.504  -0.4574
C2 2.958 -1.334 -1.753  -0.3802
C3 3.921 0.522 -2.907  -0.5525
C4 1.882 -0.606 -1.321  -0.4528
C5 2.711 1.207 -2.648  -0.3559
C6 1.670 0.617 -1.949  0.6003
C7 -1.002 0.442 -1.095  -1.1787
C8 -1.672 0.479 0.066  0.9074
C9 -1.337 1.429 1.127  1.2799
C10 -0.224 2.131 1.079  -0.7001
C11 -2.680 -0.587 0.292  -1.8087
C12 -2.185 1.320 2.422  -1.1808
P1 0.194 1.657 -1.646  -0.1269
Br1 0.421 3.530 2.119  -0.1362
H1 4.712 -1.542 -2.825  0.4223
H2 3.156 -2.367 -1.321  0.2320
H3 4.761 1.089 -3.211  0.3888
H4 1.127 -1.124 -0.859  0.4910
H5 2.536 2.193 -3.127  0.2655
H6 -1.488 -0.067 -1.863  0.6186
H7 -3.151 -0.900 -0.580  0.4913
H8 -3.381 -0.231 0.989  0.3582
H9 -2.206 -1.395 0.717  0.3913
H10 -3.356 1.312 2.280  0.2822
H11 -1.807 2.115 3.141  0.3183
H12 -2.058 0.244 2.912  0.2829

Atoms 1-3, force components in eV/Å:
C -1.84 1.84 -0.15
C 1.64 -2.17 1.42
C -1.24 -0.79 1.34


Record 4
The following is a DFT calculation (the ωB97M-V functional and the def2-TZVPD basis) of a structure of composition C12H12Cl2N3S3SbSe4V at a distorted geometry.

As for the HOMO energy (spin up / spin down): -0.01885 / -0.04164 hartree. The expectation value of S² is 3.770. As for the charge: -2. The spin multiplicity is 4.

Last column: Mulliken charge in e.
Atoms and positions in Å:
V1 0.721 1.073 0.435  0.3587
Cl1 -1.750 1.738 0.638  -0.1104
C1 -2.658 0.344 0.967  0.1512
C2 -3.913 0.434 1.597  -0.4798
C3 -4.631 -0.710 1.858  -0.6380
C4 -4.139 -1.940 1.441  -0.2416
C5 -2.831 -2.114 0.945  -0.3336
Cl2 -2.328 -3.660 0.329  -0.2213
C6 -2.091 -0.936 0.764  0.6180
S1 -0.419 -0.925 0.294  -0.2136
H1 -4.290 1.441 1.755  0.3779
H2 -5.666 -0.628 2.211  0.2883
H3 -4.809 -2.834 1.418  0.2705
Se1 3.894 2.467 -3.036  -0.8318
Sb1 3.297 2.331 -0.663  0.8015
Se2 2.797 0.032 0.159  -0.7031
Se3 1.157 3.477 0.115  -0.7806
Se4 5.049 3.210 0.762  -0.8024
S2 2.287 1.920 4.563  -0.1938
C7 1.457 0.462 4.650  -0.1906
C8 0.879 0.106 3.472  -0.7259
N1 0.997 1.148 2.526  0.2984
C9 1.612 2.206 3.042  -0.0982
H4 1.452 -0.102 5.603  0.3497
H5 0.377 -0.813 3.228  0.3924
H6 1.704 3.203 2.618  0.2938
S3 0.026 1.661 -2.177  -0.1885
C10 0.491 0.195 -2.940  0.0662
N2 1.578 0.138 -3.712  0.1638
C11 1.891 -1.236 -4.155  -0.4455
C12 0.656 -1.994 -3.619  -0.4987
N3 -0.128 -1.027 -2.930  -0.0253
H7 2.297 0.857 -3.632  0.0291
H8 2.844 -1.602 -3.666  0.2225
H9 1.987 -1.249 -5.204  0.3268
H10 0.962 -2.856 -2.967  0.2419
H11 0.117 -2.521 -4.440  0.2524
H12 -0.875 -1.295 -2.252  0.2199

Atoms 1-3, force components in eV/Å:
V -2.72 1.00 -0.33
Cl -0.23 0.99 0.14
C -1.91 -1.78 1.63


Record 5
The following is a DFT calculation (the ωB97M-V functional and the def2-TZVPD basis) of a structure of composition C12H12ClN3NdO9 at a distorted geometry.

As for the HOMO energy (spin up / spin down): -0.46656 / -0.46672 hartree. The expectation value of S² is 3.753. As for the charge: +1. The spin multiplicity is 4.

Last column: Mulliken charge in e.
Atoms and positions in Å:
Nd1 -0.310 -0.702 0.328  1.1954
O1 3.853 0.820 -0.769  -0.4122
C1 2.573 0.618 -0.546  0.4154
O2 2.038 -0.478 -0.594  -0.5401
C2 1.785 1.845 -0.232  0.4276
C3 2.277 3.120 -0.118  -0.4251
C4 1.370 4.132 0.213  -0.3949
C5 0.038 3.833 0.415  -0.5692
C6 -0.365 2.516 0.271  0.4755
N1 0.495 1.565 -0.055  -0.1440
C7 -1.794 2.074 0.483  0.2465
O3 -2.641 2.902 0.678  -0.5948
O4 -1.930 0.759 0.418  -0.5658
H1 4.271 -0.044 -0.953  0.3973
H2 3.328 3.324 -0.272  0.5355
H3 1.717 5.152 0.317  0.4568
H4 -0.698 4.580 0.678  0.5275
O5 0.718 -2.007 3.862  -0.5584
Cl1 0.314 -1.546 2.596  1.8268
O6 -1.142 -1.464 2.420  -0.5100
O7 0.806 -0.185 2.277  -0.5007
O8 0.788 -2.380 1.475  -0.5430
N2 -1.692 -2.312 -0.715  -0.5308
C8 -2.770 -2.742 -0.721  0.5638
N3 -3.990 -3.191 -0.760  -0.0132
C9 -4.297 -4.614 -1.060  -0.5626
C10 -5.104 -5.168 0.087  -0.5219
O9 -6.248 -4.365 0.322  -0.3600
C11 -5.900 -3.050 0.724  -0.5019
C12 -5.145 -2.339 -0.371  -0.5335
H5 -3.368 -5.160 -1.204  0.4334
H6 -4.874 -4.638 -1.983  0.2688
H7 -4.487 -5.218 0.992  0.3360
H8 -5.452 -6.168 -0.157  0.3456
H9 -5.299 -3.084 1.639  0.3224
H10 -6.824 -2.519 0.932  0.3442
H11 -4.778 -1.366 -0.049  0.4255
H12 -5.772 -2.211 -1.252  0.2381

Atoms 1-3, force components in eV/Å:
Nd -1.44 1.72 -5.42
O -0.17 -0.38 0.01
C 0.19 0.45 -0.10


Record 6
The following is a DFT calculation (the ωB97M-V functional and the def2-TZVPD basis) of a structure of composition C12H12ClNO at a distorted geometry.

As for the HOMO energy: -0.30700 hartree. As for the charge: 0. The spin multiplicity is 1.

Last column: Mulliken charge in e.
Atoms and positions in Å:
C1 3.427 -0.560 -0.395  -0.3924
C2 2.293 -1.259 -0.670  -0.9748
C3 3.338 0.788 0.020  -0.9103
C4 1.017 -0.631 -0.605  -0.1093
C5 2.086 1.337 0.090  -0.3538
C6 0.908 0.708 -0.241  -0.1366
C7 -1.214 0.301 1.216  0.1694
C8 -2.369 0.068 -0.928  0.3645
C9 -1.313 1.020 -1.381  -1.4651
C10 -2.362 -0.353 0.562  0.2686
C11 -0.426 1.386 -0.237  1.4619
C12 -2.004 -1.857 0.817  -1.3118
N1 -0.921 0.461 2.386  -0.6244
O1 -3.319 -0.280 -1.567  -0.5883
Cl1 -0.286 3.079 0.115  -0.2274
H1 4.368 -1.069 -0.465  0.3790
H2 2.096 -2.361 -0.799  0.2904
H3 4.172 1.295 0.300  0.5551
H4 0.227 -1.211 -0.913  0.5371
H5 2.037 2.465 0.351  0.1409
H6 -0.746 0.655 -2.152  0.4682
H7 -1.836 1.794 -1.738  0.5755
H8 -3.326 -0.085 0.906  0.5355
H9 -1.022 -2.124 0.332  0.2907
H10 -2.766 -2.526 0.391  0.3511
H11 -1.903 -1.970 1.858  0.4428
H12 -0.155 0.932 2.748  0.2634

Atoms 1-3, force components in eV/Å:
C 0.83 0.52 0.47
C -3.46 -1.08 0.22
C -2.21 -3.22 -1.13


Record 7
The following is a DFT calculation (the ωB97M-V functional and the def2-TZVPD basis) of a structure of composition C12H12CoF11N2O4S3Si.

As for the HOMO energy (spin up / spin down): -0.34172 / -0.37376 hartree. The expectation value of S² is 6.030. As for the charge: 0. The spin multiplicity is 5.

Last column: Mulliken charge in e.
Atoms and positions in Å:
Co1 -1.050 -0.969 0.436  1.2901
C1 4.075 3.737 -0.145  -1.0810
Si1 2.346 3.474 -0.807  0.1765
C2 1.164 4.470 0.226  -1.0503
C3 2.240 3.946 -2.609  -1.0524
C4 2.064 1.583 -0.743  0.3953
C5 3.152 0.750 -1.039  -0.2059
C6 3.042 -0.626 -1.013  -1.0127
C7 1.820 -1.196 -0.659  -0.0605
N1 0.775 -0.441 -0.382  -0.4931
C8 0.868 0.916 -0.441  0.5530
S1 -0.650 1.666 -0.140  -0.1774
H1 4.295 4.807 -0.137  0.3488
H2 4.848 3.251 -0.741  0.3367
H3 4.160 3.375 0.882  0.3475
H4 1.543 5.494 0.277  0.3374
H5 1.090 4.090 1.246  0.3651
H6 0.162 4.496 -0.199  0.3354
H7 2.458 5.008 -2.740  0.3403
H8 1.237 3.759 -2.998  0.3383
H9 2.949 3.378 -3.214  0.3474
H10 4.107 1.192 -1.293  0.2821
H11 3.884 -1.261 -1.245  0.4209
H12 1.671 -2.266 -0.595  0.5527
F1 -5.129 -2.425 0.644  -0.1907
C9 -5.205 -2.042 -0.624  0.6289
F2 -5.943 -2.910 -1.301  -0.2044
F3 -5.767 -0.840 -0.687  -0.1996
S2 -3.524 -1.941 -1.365  0.7277
O1 -2.856 -0.967 -0.490  -0.8102
O2 -3.699 -1.553 -2.722  -0.5970
N2 -3.019 -3.410 -1.210  -0.4677
S3 -1.761 -3.976 -0.487  1.0966
O3 -0.773 -2.943 -0.145  -0.6875
O4 -1.254 -5.140 -1.122  -0.6538
C10 -2.391 -4.518 1.157  0.6537
F4 -1.418 -5.130 1.820  -0.2189
F5 -2.794 -3.456 1.849  -0.2030
F6 -3.410 -5.353 0.999  -0.2318
F7 -0.972 0.842 2.718  -0.3518
C11 -1.114 -0.509 2.431  0.4686
F8 -2.299 -0.888 3.020  -0.2898
C12 -0.008 -1.197 3.229  0.6599
F9 -0.079 -2.529 3.058  -0.2228
F10 -0.032 -0.951 4.540  -0.2793
F11 1.196 -0.796 2.760  -0.2615

Atoms 1-3, force components in eV/Å:
Co -0.03 -0.10 0.02
C 0.00 -0.01 -0.01
Si 0.04 0.00 -0.05


Record 8
The following is a DFT calculation (the ωB97M-V functional and the def2-TZVPD basis) of a structure of composition C12H12F12MnN2O14S4 at a distorted geometry.

As for the HOMO energy (spin up / spin down): -0.02092 / -0.22728 hartree. The expectation value of S² is 12.010. As for the charge: -1. The spin multiplicity is 7.

Last column: Mulliken charge in e.
Atoms and positions in Å:
Mn1 -12.906 11.225 -2.053  2.0891
C1 -15.617 7.473 -1.880  0.6517
F1 -16.890 7.966 -1.685  -0.2657
F2 -15.010 7.499 -0.746  -0.2149
F3 -15.659 6.267 -2.395  -0.2423
S1 -14.577 8.787 -3.008  0.3572
O1 -14.263 8.270 -4.304  -0.6136
O2 -15.464 9.965 -2.930  -0.5190
N1 -13.068 9.184 -2.059  -0.0849
S2 -12.076 7.956 -2.424  0.7278
O3 -12.698 6.649 -2.618  -0.6516
O4 -10.934 8.245 -3.286  -0.7045
C2 -11.296 7.651 -0.581  0.4833
F4 -12.110 8.077 0.452  -0.2341
F5 -11.142 6.325 -0.400  -0.2510
F6 -10.124 8.278 -0.580  -0.2170
C3 -15.072 11.679 0.910  0.6619
F7 -14.072 10.760 1.054  -0.1752
F8 -16.066 11.208 0.107  -0.1767
F9 -15.538 12.093 2.198  -0.2402
S3 -14.350 13.228 -0.041  0.6954
O5 -15.296 14.300 0.339  -0.5368
O6 -12.985 13.403 0.400  -0.5283
N2 -14.331 12.586 -1.732  0.0245
S4 -15.013 13.786 -2.482  0.6741
O7 -14.647 15.158 -2.154  -0.5972
O8 -14.901 13.492 -3.889  -0.6363
C4 -16.980 13.536 -2.215  0.6530
F10 -17.351 13.730 -0.960  -0.2144
F11 -17.635 14.459 -2.988  -0.2412
F12 -17.329 12.304 -2.599  -0.1578
C5 -8.403 9.985 1.753  -1.2340
C6 -9.179 11.269 1.688  0.4168
C7 -8.597 12.379 0.811  -0.5402
O9 -9.214 12.290 -0.425  -0.2836
C8 -10.392 11.677 -0.177  0.3387
O10 -11.155 11.436 -1.090  -0.7113
O11 -10.409 11.095 0.975  -0.2577
H1 -7.357 9.949 2.057  0.3650
H2 -8.373 9.594 0.736  0.2826
H3 -9.024 9.351 2.386  0.3382
H4 -9.386 11.555 2.719  0.3299
H5 -7.528 12.218 0.667  0.3138
H6 -8.712 13.369 1.252  0.2804
C9 -10.757 12.662 -8.200  -1.4088
C10 -11.982 12.099 -7.370  0.3560
C11 -12.051 10.581 -7.279  -0.4284
O12 -12.588 10.454 -5.930  -0.2168
C12 -12.544 11.611 -5.230  0.4584
O13 -12.778 11.764 -4.026  -0.5414
O14 -12.032 12.538 -6.105  -0.3219
H7 -10.939 12.207 -9.174  0.4024
H8 -9.768 12.347 -7.867  0.3417
H9 -10.852 13.735 -8.368  0.3540
H10 -12.912 12.547 -7.719  0.2731
H11 -11.107 10.095 -7.527  0.2877
H12 -12.814 10.116 -7.903  0.2901

Atoms 1-3, force components in eV/Å:
Mn 0.01 -1.75 -0.58
C -1.66 2.08 -2.80
F 0.00 -0.90 0.33


> Look up the charge of the eighth one.

-1


> Look up the spin multiplicity of the sixth one.

1


> Number 6 is which compound?

C12H12ClNO